# 1
Below is a cluster of 2 separate species, C18H13F6N2 in total in a non-equilibrium geometry, with properties calculated with ωB97M-V/def2-TZVPD.

Each line ends with the Mulliken charge.
Element x y z (Å)
C (0.425, -1.905, -2.272)  -0.35
F (5.188, 3.021, 1.561)  -0.26
C (-1.249, 0.097, 0.341)  1.40
N (-0.142, -2.207, -1.124)  0.02
C (-3.786, 1.254, 0.721)  0.27
H (-2.281, -1.762, 0.765)  0.25
C (-2.398, -0.686, 0.649)  -0.56
C (-5.152, 1.851, 0.884)  0.88
H (-0.661, 2.155, -0.203)  0.81
C (3.830, 1.222, 0.809)  0.24
H (-4.496, -0.724, 1.189)  0.47
H (0.588, 1.958, 1.335)  0.79
C (1.291, 0.106, 0.417)  0.41
C (-1.472, 1.495, 0.110)  -0.54
C (1.454, 1.412, 0.968)  -0.54
C (-2.711, 2.073, 0.352)  -0.96
H (4.635, -0.688, 0.180)  0.43
H (0.961, -1.009, -2.541)  0.40
N (0.252, -2.933, -3.163)  -0.07
C (-0.406, -3.967, -2.494)  -0.50
H (0.639, -2.944, -4.102)  0.23
H (2.814, 2.986, 1.569)  0.47
F (-5.701, 2.151, -0.342)  -0.23
C (3.732, -0.098, 0.347)  -1.18
H (-1.058, -3.954, -0.340)  0.44
H (-0.608, -4.931, -2.956)  0.39
C (2.475, -0.637, 0.135)  -0.26
C (2.709, 1.980, 1.154)  -1.06
F (-6.036, 1.019, 1.518)  -0.26
C (-0.622, -3.498, -1.214)  -0.48
H (0.017, -1.624, 0.861)  0.33
F (5.649, 2.121, -0.402)  -0.24
H (-2.849, 3.153, 0.281)  0.42
C (0.020, -0.559, 0.411)  -0.21
C (-3.642, -0.123, 0.872)  -0.87
F (6.107, 1.013, 1.452)  -0.25
H (2.382, -1.676, -0.201)  0.48
C (5.189, 1.846, 0.865)  0.91
F (-5.092, 3.014, 1.607)  -0.25

Calculated values
* total charge: +1
* LUMO energy: -0.2019 Eh
* HOMO level: -12.878 eV
* E_tot: -1402.175752 hartree
* ΔE to the lowest compared entry with this formula, charge and spin: 28.0 kcal/mol

# 2
Below is a cluster of 2 separate species, C7H15N3O4 in total in a non-equilibrium geometry, with properties calculated with ωB97M-V/def2-TZVPD.

Each line ends with the Mulliken charge.
Element x y z (Å)
H (0.603, 0.502, -1.645)  0.44
H (0.081, -2.021, -1.062)  0.48
H (-1.882, 2.823, -1.436)  0.24
C (-1.308, 0.718, -1.167)  0.35
H (2.749, 1.421, 1.283)  0.38
C (1.351, -1.343, 0.379)  0.50
O (-2.395, 0.372, -0.737)  -0.65
H (0.264, 3.025, -3.082)  0.18
H (-2.066, -4.542, 1.974)  0.32
O (1.815, -2.442, 0.655)  -0.66
H (-0.774, -1.426, 0.150)  0.33
H (0.511, 2.946, -1.444)  0.15
C (1.854, 1.172, 0.774)  -0.60
H (2.731, -0.499, 1.448)  0.23
N (-0.066, 0.071, -1.048)  -0.19
O (-0.133, 2.533, 1.215)  -0.45
H (-1.624, -2.867, 1.590)  0.18
H (-1.856, 1.877, -2.957)  0.37
H (-0.335, -4.165, 1.529)  0.22
N (2.075, -0.245, 0.731)  -0.22
C (0.656, 1.408, 1.546)  0.72
H (1.904, 1.744, -0.140)  0.23
H (-1.502, -4.205, 0.231)  0.21
C (0.087, -1.210, -0.373)  -0.75
C (-1.406, -3.979, 1.325)  -0.88
C (-1.276, 2.083, -1.996)  -0.37
O (0.346, 0.742, 2.526)  -0.55
N (0.109, 2.505, -2.260)  -0.56
H (-0.514, 3.001, 1.986)  0.35

Calculated values
* total charge: 0
* LUMO energy: 0.0108 Eh
* HOMO level: -9.519 eV
* structure (SMILES): NCC(=O)NCC(=O)NCC(=O)O.C
* E_tot: -740.954625 hartree
* ΔE to the lowest compared entry with this formula, charge and spin: 2.9 kcal/mol

# 3
Below is a structure of composition CH4NO3P in a non-equilibrium geometry, with properties calculated with ωB97M-V/def2-TZVPD.

Each line ends with the Mulliken charge.
Element x y z (Å)
H (-0.389, -1.668, 0.365)  0.40
H (2.369, -0.540, 0.458)  0.21
O (-1.547, 1.686, 0.407)  -0.58
C (0.854, 0.476, -0.609)  0.08
H (1.180, 1.087, -1.468)  0.37
N (1.465, -0.216, 0.240)  -0.55
P (-1.043, 0.606, -0.419)  0.88
H (-0.276, -0.379, 1.570)  0.43
O (-1.713, 0.003, -1.568)  -0.59
O (-0.899, -1.057, 1.022)  -0.64

Calculated values
* total charge: 0
* LUMO energy: 0.0031 Eh
* HOMO level: -10.134 eV
* E_tot: -662.314782 hartree
* ΔE to the lowest compared entry with this formula, charge and spin: 53.4 kcal/mol

# 4
Below is the molecule C6H12O in a non-equilibrium geometry, with properties calculated with ωB97M-V/def2-TZVPD.

Each line ends with the Mulliken charge.
Element x y z (Å)
H (-0.909, -0.197, -2.331)  0.35
H (1.459, 0.092, -2.245)  0.33
H (0.368, -0.057, 2.084)  0.27
H (-0.916, -0.866, 3.029)  0.36
C (-0.349, -0.882, 2.095)  -1.12
C (1.476, 1.056, -0.266)  -0.35
H (2.477, 1.522, -0.450)  0.36
H (-1.199, 1.108, -1.100)  0.30
H (0.165, -1.846, 2.023)  0.29
C (-0.564, 0.271, -1.394)  -0.50
C (-1.318, -0.673, 0.914)  -0.18
C (-0.580, -0.748, -0.356)  -0.57
H (-2.075, -1.475, 0.930)  0.36
C (0.850, 0.811, -1.683)  -0.69
H (0.756, 1.731, -2.273)  0.35
H (-1.814, 0.295, 1.008)  0.23
O (0.696, 1.652, 0.595)  -0.46
H (-0.159, -1.726, -0.604)  0.43
H (1.638, -0.067, 0.024)  0.26

Calculated values
* total charge: 0
* LUMO energy (spin up / spin down): 0.0163 / -0.0575 Eh
* HOMO level (spin up / spin down): -9.886 / -7.403 eV
* E_tot: -310.897832 hartree
* ΔE to the lowest compared entry with this formula, charge and spin: 101.3 kcal/mol

# 5
Below is a structure of composition C31H25AsN4RuS2 in a non-equilibrium geometry, with properties calculated with ωB97M-V/def2-TZVPD.

Each line ends with the Mulliken charge.
Element x y z (Å)
C (-2.863, 0.468, -0.175)  -0.20
H (-2.163, 5.148, -2.471)  0.43
H (-7.466, -1.177, 1.970)  0.42
H (-1.753, -3.751, 1.266)  0.22
Ru (-0.172, 0.476, -1.195)  0.15
N (-1.951, -1.523, 0.238)  -1.09
C (3.041, -2.668, 0.867)  -0.49
N (-1.795, -0.272, -0.271)  0.95
C (2.381, 2.951, -2.162)  -0.66
H (1.383, -4.319, -2.214)  0.50
H (3.511, -2.204, 1.725)  0.46
C (-3.528, 3.991, -1.259)  -0.56
H (-4.622, 2.558, -0.089)  0.54
C (2.746, -4.577, -0.572)  -0.73
C (-5.300, 0.052, -0.317)  -0.18
N (-1.643, -3.740, 0.267)  -0.33
H (-7.404, -0.342, -0.355)  0.40
S (0.456, -1.575, -2.046)  0.15
H (1.408, 2.672, -0.261)  0.46
H (4.055, -4.535, 1.128)  0.42
H (3.275, -0.802, -2.006)  0.49
C (-1.400, 3.216, -1.986)  -0.30
C (3.135, 2.379, -3.158)  -0.59
C (1.846, -3.866, -1.347)  -0.80
C (3.345, -3.978, 0.532)  -0.70
H (-3.258, -0.499, 2.326)  0.48
C (2.242, 0.819, -1.015)  -0.91
H (-4.284, 4.761, -1.191)  0.45
C (1.919, 2.179, -1.082)  0.49
C (-3.721, 2.771, -0.644)  -0.55
C (2.841, 0.399, 1.871)  -0.26
H (1.547, -0.119, 3.514)  0.39
C (4.691, 1.087, 3.824)  -0.46
As (1.544, -0.153, 0.531)  1.15
H (2.158, 4.010, -2.185)  0.54
C (3.454, 1.018, -3.099)  -0.83
H (4.350, 1.017, 0.459)  0.40
C (2.521, 0.254, 3.216)  -0.29
H (2.993, -5.596, -0.835)  0.41
C (3.448, 0.594, 4.192)  -0.64
N (-1.568, 2.035, -1.379)  -0.17
C (-5.363, -0.892, 2.288)  -0.71
H (-1.527, -4.602, -0.235)  0.23
C (-2.732, 1.795, -0.741)  0.98
C (-6.499, -0.376, 0.236)  -0.81
C (-2.351, 4.214, -1.963)  -0.79
C (1.535, -2.556, -0.999)  0.44
C (3.015, 0.249, -2.046)  -0.06
H (3.497, 2.982, -3.980)  0.42
H (4.049, 0.568, -3.882)  0.46
H (5.412, 1.355, 4.583)  0.40
C (-6.532, -0.847, 1.538)  -0.44
H (-5.273, 0.404, -1.341)  0.54
C (2.125, -1.952, 0.102)  0.45
H (-0.453, 3.347, -2.495)  0.53
C (-4.128, 0.004, 0.430)  -0.19
S (-1.234, -2.796, -2.161)  -0.22
C (-1.657, -2.574, -0.408)  0.30
C (-4.165, -0.474, 1.738)  -0.11
C (4.087, 0.897, 1.502)  -0.01
H (5.976, 1.627, 2.193)  0.41
H (3.196, 0.479, 5.237)  0.40
H (-5.387, -1.252, 3.308)  0.41
C (5.008, 1.240, 2.481)  -0.78

Calculated values
* total charge: +1
* LUMO energy (spin up / spin down): -0.1214 / -0.1242 Eh
* HOMO level (spin up / spin down): -9.662 / -10.097 eV
* E_tot: -4542.138973 hartree
* ⟨S²⟩: 0.76
* ΔE to the lowest compared entry with this formula, charge and spin: 62.9 kcal/mol
* 2S+1: 2

# 6
Below is a structure of composition C3H2CoO2 in a non-equilibrium geometry, with properties calculated with ωB97M-V/def2-TZVPD.

Each line ends with the Mulliken charge.
Element x y z (Å)
O (-0.110, 1.216, -0.601)  -0.14
C (-1.604, -0.060, 0.263)  -0.07
C (0.420, 0.027, -0.541)  0.66
H (3.295, -0.669, 0.958)  0.03
Co (2.425, -0.290, -0.390)  0.06
O (-0.508, -0.814, -0.187)  -0.33
H (-2.455, -0.649, 0.591)  0.34
C (-1.464, 1.239, -0.093)  -0.56

Calculated values
* total charge: 0
* LUMO energy (spin up / spin down): -0.0417 / -0.0840 Eh
* HOMO level (spin up / spin down): -8.286 / -8.272 eV
* E_tot: -1648.520923 hartree
* ⟨S²⟩: 3.76
* ΔE to the lowest compared entry with this formula, charge and spin: 0.0 kcal/mol
* 2S+1: 4